# Cl2H2O2P2

An isolated molecule of Cl2H2O2P2 in a non-equilibrium geometry (the ωB97M-V functional and the def2-TZVPD basis, the Open Molecules 2025 dataset).

## Properties
* orbital gap: 10.7 eV
* HOMO: -9.95 eV
* charge: 0
* F_max: 3.45 eV/A
* ΔE to the lowest compared entry with this formula, charge and spin: 0.395 eV

Each line ends with the Mulliken charge.
Atoms and positions in Å:
O 1.437 -0.016 1.322  -0.5084
O -0.619 1.336 1.106  -0.1950
P 0.316 0.176 0.461  0.4573
P 0.210 2.239 2.153  0.4707
Cl -1.166 3.671 2.324  -0.1882
Cl 1.471 3.131 0.808  -0.2039
H 0.674 0.836 -0.647  0.0701
H -0.650 -0.932 0.124  0.0974